Record 1
{"formula": "C31H55AsAuGe2N2O2Si3", "method": "ωB97M-V/def2-TZVPD", "lumo_ha": [-0.194, -0.300], "homo_lumo_gap_ev": [5.915, 5.609], "multiplicity": 4, "e_homo_ev": [-11.20, -13.78], "total_energy_ha": -8867.48794, "charge": 2, "s_squared": 3.761, "max_force_ev_per_a": 0.62, "species": ["Au", "O", "H", "H", "C", "Ge", "C", "C", "Ge", "C", "C", "C", "C", "C", "C", "C", "C", "C", "C", "C", "C", "H", "H", "H", "H", "H", "H", "H", "H", "H", "H", "H", "H", "H", "H", "H", "H", "H", "H", "H", "C", "O", "H", "H", "H", "C", "Si", "C", "C", "As", "Si", "C", "C", "C", "Si", "C", "C", "C", "H", "H", "H", "H", "H", "H", "H", "H", "H", "H", "H", "H", "H", "H", "H", "H", "H", "H", "H", "H", "H", "H", "H", "H", "H", "H", "H", "N", "C", "C", "C", "C", "C", "N", "C", "H", "H", "H", "H"], "xyz": [[0.485438, 0.354675, 0.046093], [-0.405167, 2.458896, -1.328101], [-1.367714, 2.417554, -1.426596], [-0.107955, 2.536793, -2.244270], [-4.848826, -0.594872, 3.064973], [-5.055800, 0.236818, 1.307029], [-4.167322, 1.996315, 1.291964], [-6.902669, 0.332618, 0.707607], [-2.544013, -0.944142, -0.126794], [-3.473611, -2.675809, -0.250501], [-4.485498, -3.169476, 0.564207], [-5.056186, -4.410639, 0.316925], [-4.634431, -5.169951, -0.762724], [-3.624735, -4.690567, -1.584438], [-3.043888, -3.458932, -1.327432], [-2.550253, 0.074279, -1.787113], [-3.423757, 1.128400, -2.057547], [-3.369786, 1.796641, -3.274146], [-2.451966, 1.412081, -4.242451], [-1.584050, 0.358271, -3.989552], [-1.626133, -0.301325, -2.768166], [-4.946762, 0.193529, 3.814422], [-3.881005, -1.078763, 3.202808], [-5.630283, -1.332463, 3.241240], [-4.242246, 2.407168, 2.301266], [-4.673816, 2.669098, 0.601112], [-3.106157, 1.954751, 1.030249], [-7.447316, 0.994689, 1.385463], [-7.376523, -0.646921, 0.731454], [-6.979644, 0.734890, -0.300662], [-4.845666, -2.604995, 1.411921], [-5.839366, -4.780284, 0.965036], [-5.090238, -6.129347, -0.965589], [-3.293501, -5.275001, -2.432602], [-2.259129, -3.110781, -1.990175], [-4.166890, 1.429988, -1.329066], [-4.059730, 2.605724, -3.475326], [-2.427794, 1.917888, -5.198482], [-0.882965, 0.041220, -4.751328], [-0.943759, -1.122085, -2.589410], [-0.309227, -2.643517, 0.669594], [-0.693951, -1.555343, -0.190037], [-1.186732, -3.112491, 1.113277], [0.353348, -2.283358, 1.457876], [0.205106, -3.390171, 0.068389], [2.120472, -2.535344, -2.342480], [3.414315, -2.179034, -1.055352], [5.131226, -2.021590, -1.744422], [3.351187, -3.389202, 0.359729], [2.917656, 0.025894, -0.199406], [3.408649, 1.698901, -1.879971], [5.257097, 1.676743, -2.096286], [2.473001, 1.142478, -3.392049], [2.782355, 3.349281, -1.303538], [3.890949, 0.329119, 1.985255], [5.557976, -0.481359, 1.857211], [3.993801, 2.154470, 2.343140], [2.745712, -0.548039, 3.159522], [2.120252, -3.609068, -2.548540], [2.311107, -2.017325, -3.282239], [1.122464, -2.267240, -1.990984], [5.355235, -2.951812, -2.275023], [5.884624, -1.894735, -0.966837], [5.233499, -1.207203, -2.460074], [4.079795, -4.181316, 0.170731], [2.370982, -3.856059, 0.435986], [3.596306, -2.953522, 1.328145], [5.573496, 0.917330, -2.810591], [5.799114, 1.513604, -1.163440], [5.572501, 2.648402, -2.484918], [2.972613, 0.322444, -3.909020], [2.400798, 1.976660, -4.095079], [1.459991, 0.810982, -3.150574], [3.230591, 3.705331, -0.376355], [1.697742, 3.353061, -1.204500], [3.038160, 4.075319, -2.081396], [6.169780, -0.052753, 1.061597], [5.481874, -1.557193, 1.692925], [6.091055, -0.325605, 2.798687], [4.050478, 2.774958, 1.449619], [4.894210, 2.354673, 2.928128], [3.136382, 2.483485, 2.932916], [2.612037, -1.604913, 2.928693], [1.765196, -0.069197, 3.169900], [3.159326, -0.478930, 4.169183], [1.245169, 6.363805, 2.598356], [0.831749, 5.297351, 2.687686], [0.331473, 3.953876, 2.771428], [-0.365322, 3.498076, 3.885293], [-0.802390, 2.182896, 3.894175], [-0.529406, 1.380435, 2.802625], [0.143772, 1.823283, 1.731437], [0.560898, 3.085985, 1.711635], [-0.552896, 4.158512, 4.720906], [-1.347657, 1.777879, 4.734231], [-0.863881, 0.350454, 2.771494], [1.087062, 3.424701, 0.832041]], "atomic_forces_ev_per_a": [[-0.4, -0.1, 0.3], [0.0, 0.1, -0.2], [-0.1, -0.1, 0.1], [0.1, 0.0, 0.0], [0.0, 0.0, 0.1], [0.0, 0.1, -0.3], [0.0, 0.0, 0.1], [-0.1, 0.1, 0.1], [0.1, -0.5, 0.4], [0.1, -0.2, -0.2], [0.0, 0.1, 0.2], [0.0, 0.0, 0.0], [0.0, 0.0, 0.0], [0.0, -0.1, 0.0], [0.1, 0.1, 0.0], [0.1, 0.0, -0.2], [-0.1, 0.0, 0.1], [0.0, 0.0, 0.0], [0.0, 0.0, 0.0], [0.0, 0.0, 0.0], [0.0, 0.1, 0.0], [0.0, 0.0, 0.0], [0.0, 0.0, 0.0], [0.0, 0.0, 0.0], [0.0, 0.1, 0.0], [0.0, 0.0, 0.0], [0.0, -0.1, 0.0], [0.0, 0.0, 0.0], [0.0, 0.0, 0.0], [0.0, 0.0, 0.0], [0.0, 0.1, 0.0], [0.0, 0.0, 0.0], [0.0, 0.0, 0.0], [0.0, 0.0, 0.0], [0.0, 0.0, 0.0], [0.0, 0.0, 0.0], [0.0, 0.0, 0.0], [0.0, 0.0, 0.0], [0.0, 0.0, 0.0], [0.0, 0.0, 0.0], [-0.1, 0.2, -0.2], [-0.1, 0.1, -0.1], [0.0, 0.0, 0.0], [0.0, -0.1, 0.0], [0.0, -0.1, 0.0], [0.0, 0.0, 0.0], [-0.1, 0.0, 0.1], [0.0, 0.0, -0.1], [0.0, 0.0, 0.0], [0.1, 0.1, 0.0], [0.1, -0.1, 0.1], [0.0, 0.0, 0.0], [0.0, 0.0, 0.0], [0.0, 0.0, 0.0], [0.0, 0.0, -0.1], [0.0, 0.0, 0.0], [0.0, 0.0, 0.0], [0.0, 0.0, 0.0], [0.0, 0.0, 0.0], [0.0, 0.0, 0.0], [0.0, 0.0, 0.0], [0.0, 0.0, 0.0], [0.0, 0.0, 0.0], [0.0, 0.0, 0.0], [0.0, 0.0, 0.0], [0.0, 0.0, 0.0], [0.0, 0.0, 0.0], [0.0, 0.0, 0.0], [0.0, 0.0, 0.0], [0.0, 0.0, 0.0], [0.0, 0.0, 0.0], [0.0, 0.0, 0.0], [0.0, 0.0, 0.0], [0.0, 0.0, 0.0], [0.0, 0.0, 0.0], [0.0, 0.0, 0.0], [0.0, 0.0, 0.0], [0.0, 0.0, 0.0], [0.0, 0.0, 0.0], [0.0, 0.0, 0.0], [0.0, 0.0, 0.0], [0.0, 0.0, 0.0], [0.0, 0.0, 0.0], [0.0, 0.0, 0.0], [0.0, 0.0, 0.0], [0.0, 0.0, 0.0], [0.0, 0.0, 0.0], [0.0, 0.0, 0.0], [0.0, -0.1, 0.0], [0.0, 0.0, -0.1], [-0.1, 0.0, 0.0], [0.1, -0.1, -0.1], [0.0, 0.1, 0.0], [0.0, 0.0, 0.0], [0.0, 0.0, 0.0], [0.0, 0.0, 0.0], [0.0, 0.0, 0.0]]}

Record 2
{"formula": "C6H8O2", "method": "ωB97M-V/def2-TZVPD", "lumo_ha": 0.029, "de_lowest_ev": 3.476, "homo_lumo_gap_ev": 9.062, "e_homo_ev": -8.28, "total_energy_ha": -383.78237, "smiles": "CO/C(C)=C/C=C=O", "charge": 0, "max_force_ev_per_a": 5.26, "species": ["C", "O", "C", "C", "C", "C", "C", "O", "H", "H", "H", "H", "H", "H", "H", "H"], "xyz": [[-1.627560, 0.327059, -1.256231], [-1.138648, -0.469032, -0.200946], [0.189554, -0.289603, 0.252295], [0.711059, -1.659044, 0.730342], [0.587089, 0.990951, 0.492593], [2.051473, 1.104503, 0.466213], [2.514035, 0.233377, -0.385547], [2.987171, -0.565290, -1.131832], [-2.204399, -0.343603, -1.889077], [-0.867227, 0.657219, -1.986458], [-2.302543, 1.242993, -0.859752], [-0.242829, -2.281820, 0.686378], [0.887383, -1.758976, 1.803375], [1.539881, -2.179690, 0.128614], [0.032181, 1.780669, 0.221119], [2.532135, 1.829884, 1.097660]], "atomic_forces_ev_per_a": [[-1.2, 1.6, 0.0], [1.2, -0.3, 0.0], [-2.5, 0.3, 1.2], [-1.2, -1.1, -0.7], [2.5, -4.6, -0.6], [-0.7, 0.7, 0.8], [2.7, -1.6, -1.4], [-1.3, 1.8, 1.4], [-0.7, 0.1, 0.3], [0.2, 0.3, 0.8], [1.6, -2.0, -1.0], [1.3, 0.5, -0.5], [0.7, 0.8, -0.1], [-1.3, 1.0, 0.8], [-2.2, 2.7, -0.7], [0.8, -0.2, -0.2]]}

Record 3
{"formula": "C4H6N2", "method": "ωB97M-V/def2-TZVPD", "lumo_ha": [0.004, 0.004], "de_lowest_ev": 4.203, "homo_lumo_gap_ev": [7.998, 7.999], "e_homo_ev": [-7.89, -7.90], "total_energy_ha": -265.38113, "charge": 0, "max_force_ev_per_a": 4.06, "species": ["N", "C", "C", "C", "C", "N", "H", "H", "H", "H", "H", "H"], "xyz": [[-0.868920, 0.287948, -1.536777], [-0.693491, -0.879258, -1.274113], [0.077986, -1.285011, -0.055197], [0.948334, -0.269634, 0.654021], [-1.051784, 1.407203, -0.868979], [0.904228, -0.154009, 1.918730], [-0.688958, -1.625355, 0.654227], [0.665271, -2.161531, -0.336473], [1.626033, 0.310174, 0.015039], [-1.903218, 1.502476, -0.199057], [-0.592800, 2.319237, -1.208333], [1.577318, 0.547761, 2.236913]], "atomic_forces_ev_per_a": [[1.2, 2.0, 3.3], [-0.6, -1.9, -1.1], [0.1, -0.3, 0.0], [-0.2, 0.1, -0.1], [-0.8, 0.4, -1.5], [0.0, 0.1, -0.5], [0.1, -0.1, -0.1], [0.1, 0.0, 0.3], [0.0, 0.0, 0.1], [0.2, -0.2, 0.0], [0.0, 0.2, -0.3], [0.0, -0.2, 0.0]]}

Record 4
{"formula": "C15H20N4O3S2", "method": "ωB97M-V/def2-TZVPD", "lumo_ha": 0.012, "de_lowest_ev": 2.955, "homo_lumo_gap_ev": 8.999, "e_homo_ev": -8.69, "total_energy_ha": -1824.68730, "smiles": "CCN(c1ccccc1)S(=O)(=O)c1nnc(NC(=O)C(C)(C)C)s1", "charge": 0, "max_force_ev_per_a": 1.73, "species": ["C", "C", "N", "C", "C", "C", "C", "C", "C", "S", "O", "O", "C", "N", "N", "C", "N", "C", "O", "C", "C", "C", "C", "S", "H", "H", "H", "H", "H", "H", "H", "H", "H", "H", "H", "H", "H", "H", "H", "H", "H", "H", "H", "H"], "xyz": [[3.117319, -0.082144, -4.643144], [2.703441, -0.005605, -3.178741], [1.632608, -0.950481, -2.926165], [1.603110, -1.775122, -1.794500], [2.250327, -1.442564, -0.606516], [2.150533, -2.276792, 0.493161], [1.396009, -3.434970, 0.432003], [0.742375, -3.761855, -0.745341], [0.845836, -2.944485, -1.854264], [0.129735, -0.584931, -3.569723], [-0.357506, -1.653899, -4.375509], [0.196694, 0.724027, -4.141307], [-0.836764, -0.459646, -2.069735], [-1.758815, -1.257695, -1.668457], [-2.243967, -0.955760, -0.475002], [-1.674129, 0.084008, 0.051047], [-1.999155, 0.580453, 1.275993], [-1.338446, 1.663770, 1.807658], [-0.450912, 2.198144, 1.184070], [-1.818122, 2.097813, 3.185847], [-0.981669, 3.299620, 3.628052], [-3.295693, 2.499665, 3.100151], [-1.629471, 0.943009, 4.177122], [-0.439976, 0.814825, -0.944481], [3.413707, -1.097546, -4.894201], [3.952396, 0.589459, -4.826170], [2.283107, 0.206782, -5.275161], [2.373495, 1.011342, -2.938069], [3.549530, -0.272084, -2.543093], [2.816918, -0.527160, -0.529793], [2.657772, -2.006908, 1.407987], [1.315494, -4.076577, 1.296330], [0.147917, -4.660557, -0.803502], [0.334398, -3.186856, -2.771016], [-2.737245, 0.104888, 1.774555], [0.070274, 3.031303, 3.674527], [-1.088780, 4.115591, 2.918586], [-1.302096, 3.640844, 4.608718], [-3.434479, 3.278575, 2.353985], [-3.621373, 2.887259, 4.062558], [-3.933806, 1.657450, 2.842279], [-0.592647, 0.614694, 4.185218], [-1.888477, 1.280375, 5.177962], [-2.259467, 0.089744, 3.936081]], "atomic_forces_ev_per_a": [[0.1, 0.1, 0.2], [0.3, 0.4, -0.4], [-0.9, 0.3, -0.4], [0.1, -0.8, 0.6], [0.0, 0.1, -0.2], [0.0, 0.0, 0.0], [0.0, -0.1, 0.0], [0.0, 0.0, 0.1], [0.2, -0.1, 0.1], [-0.2, -0.2, 0.1], [0.0, -0.2, 0.2], [0.2, 0.3, 0.2], [0.3, 0.7, 0.2], [0.3, -0.7, -1.5], [-0.8, 0.2, 1.3], [0.9, 0.3, -0.9], [-0.2, 0.0, 0.2], [-0.4, -0.1, 0.5], [0.2, 0.3, 0.0], [0.1, 0.2, 0.2], [-0.1, -0.2, -0.2], [0.2, 0.0, 0.0], [0.0, 0.1, -0.1], [-0.5, -0.5, -0.2], [0.1, -0.1, 0.0], [0.1, 0.1, -0.1], [0.0, 0.0, -0.1], [0.2, -0.1, 0.1], [-0.2, 0.0, 0.0], [0.0, 0.1, 0.0], [0.0, 0.0, 0.1], [0.0, -0.1, 0.1], [-0.1, -0.1, 0.0], [0.0, -0.1, -0.1], [0.1, 0.1, 0.0], [0.1, 0.0, 0.0], [0.0, 0.1, 0.0], [-0.1, 0.0, 0.1], [-0.1, 0.1, -0.1], [0.0, 0.0, 0.1], [-0.1, -0.1, 0.0], [0.1, -0.1, 0.0], [0.0, 0.0, 0.1], [-0.1, -0.1, 0.0]]}